Computed, not measured: CH2N4O2 in the gas phase in a non-equilibrium geometry, with ωB97M-V/def2-TZVPD.

Each line ends with the natural charge from an NBO analysis.
CARTESIAN COORDINATES (ANGSTROEM)
C 0.40 0.84 -0.08  0.588
N 1.69 0.55 -0.13  -0.324
N -0.28 -0.39 -0.11  0.008
N 1.79 -0.71 -0.03  -0.041
N 0.70 -1.34 -0.02  -0.128
O -1.55 -0.84 -0.08  -0.497
O -0.27 1.94 0.06  -0.613
H -1.33 -1.80 0.25  0.510
H -1.16 1.74 0.15  0.497

Total charge: 0
Kohn-Sham gap (eV): 10.44
SMILES: Oc1nnnn1O
Energy relative to the best compared isomer or geometry (same formula, charge and spin) (kcal/mol): 69.47
HOMO energy (eV): -10.22
Spin multiplicity: 1

Computed, not measured: CH2N4O2 in the gas phase in a non-equilibrium geometry, with ωB97M-V/def2-TZVPD.

Each line ends with the natural charge from an NBO analysis.
CARTESIAN COORDINATES (ANGSTROEM)
C -1.23 0.93 0.14  0.032
N 0.06 0.66 0.20  -0.218
N -2.01 0.05 -0.34  -0.163
N 0.29 -0.64 0.17  0.340
N -1.77 -1.16 -0.47  0.099
O 1.37 -1.23 -0.44  -0.506
O -0.61 -1.49 0.55  -0.283
H -1.50 1.94 0.29  0.211
H 1.56 -0.78 -1.31  0.488

Total charge: 0
Kohn-Sham gap (spin up / spin down) (eV): 8.49 / 8.49
SMILES: ON1N=CN=NO1
Energy relative to the best compared isomer or geometry (same formula, charge and spin) (kcal/mol): 139.79
HOMO energy (spin up / spin down) (eV): -9.12 / -9.12
Spin multiplicity: 1

Computed, not measured: CH2N4O3 in the gas phase in a non-equilibrium geometry, with ωB97M-V/def2-TZVPD.

Each line ends with the natural charge from an NBO analysis.
CARTESIAN COORDINATES (ANGSTROEM)
C 0.25 -0.70 0.04  0.572
H 3.37 -0.17 -0.09  0.509
H 1.13 1.96 0.43  0.512
N 1.46 -1.09 0.03  -0.217
N -2.16 -0.44 0.00  0.136
N -1.63 0.63 0.02  0.037
N -0.37 0.70 0.09  0.005
O 2.29 -0.01 -0.02  -0.622
O -0.86 -1.46 -0.06  -0.433
O 0.19 1.96 -0.11  -0.498

Total charge: 0
Kohn-Sham gap (eV): 9.24
SMILES: O/N=c1/onnn1O
Energy relative to the best compared isomer or geometry (same formula, charge and spin) (kcal/mol): 55.76
HOMO energy (eV): -9.09
Spin multiplicity: 1

Computed, not measured: 2 unconnected molecules or ions with the total composition CH2N7 in a non-equilibrium geometry, with ωB97M-V/def2-TZVPD.

Each line ends with the natural charge from an NBO analysis.
CARTESIAN COORDINATES (ANGSTROEM)
C 0.83 -1.51 -0.13  0.768
N -2.68 1.86 -0.10  -0.469
N 1.70 -0.70 0.13  -0.332
N 2.26 0.32 -0.20  0.302
N 2.91 1.21 -0.36  0.233
N -1.67 1.35 0.25  0.307
N -0.81 0.67 0.48  -0.226
N 0.31 -2.53 -0.22  -0.473
H 0.04 -3.42 0.16  0.491
H -2.90 2.76 -0.01  0.397

Total charge: +1
Kohn-Sham gap (eV): 8.25
Energy relative to the best compared isomer or geometry (same formula, charge and spin) (kcal/mol): 20.59
HOMO energy (eV): -13.87
Spin multiplicity: 1

Computed, not measured: a molecular structure, CH2NO2P in a non-equilibrium geometry, with ωB97M-V/def2-TZVPD.

Each line ends with the natural charge from an NBO analysis.
CARTESIAN COORDINATES (ANGSTROEM)
C -0.19 0.24 0.40  0.030
N 0.84 0.46 1.36  -0.892
O -0.91 1.35 0.17  -0.234
O -1.07 2.06 1.59  -0.582
P 0.29 1.63 2.31  1.305
H 0.16 0.01 -0.67  0.216
H -0.79 -0.53 0.70  0.157

Total charge: 0
Kohn-Sham gap (eV): 9.60
Energy relative to the best compared isomer or geometry (same formula, charge and spin) (kcal/mol): 86.68
HOMO energy (eV): -10.13
Spin multiplicity: 1

Computed, not measured: 2 unconnected molecules or ions with the total composition CH2NO2S in a non-equilibrium geometry, with ωB97M-V/def2-TZVPD.

Each line ends with the natural charge from an NBO analysis.
CARTESIAN COORDINATES (ANGSTROEM)
C -1.71 2.25 0.90  0.483
N 0.59 -0.10 0.25  -0.555
O -1.43 3.20 0.26  -0.530
O 0.46 0.97 1.10  -0.768
S -2.73 1.28 1.61  -0.180
H 0.38 0.22 -0.71  0.274
H -0.12 -0.80 0.51  0.275

Total charge: -1
Kohn-Sham gap (spin up / spin down) (eV): 5.16 / 5.16
Energy relative to the best compared isomer or geometry (same formula, charge and spin) (kcal/mol): 66.19
HOMO energy (spin up / spin down) (eV): -1.73 / -1.73
Spin multiplicity: 1